The following is a quantum chemistry calculation of a molecular structure, C29H57Cl3LaN2O3PSi in a non-equilibrium geometry, from OMol25.

Computed properties:
- energy above the lowest of the compared OMol25 structures with the same formula, charge and spin (kJ/mol) = 430.5
- max |F| (eV/Å) = 5.88
- E_tot (Eh) = -3517.47362
- E_HOMO (eV) = -3.296
- HOMO-LUMO gap (eV) = 3.612

```
97
Properties=species:S:1:pos:R:3:forces:R:3
C 0.608 0.116 -6.093 0.05 -0.18 -0.29
C 0.384 0.799 -4.762 -0.14 0.98 0.12
H 0.818 0.875 -6.879 -0.47 -0.58 0.48
H -0.204 -0.557 -6.411 0.27 0.37 -0.04
H 1.523 -0.477 -6.049 -0.17 -0.07 0.11
C -0.041 2.075 -4.821 0.35 0.06 -0.19
C -0.644 2.692 -6.045 -0.16 0.58 -0.36
H 0.237 2.794 -4.052 -0.67 -0.41 0.13
H -1.589 2.211 -6.375 0.59 0.15 0.17
H 0.070 2.662 -6.874 -0.20 -0.06 -0.13
H -0.844 3.764 -5.888 -0.09 -0.40 0.06
La -2.360 -1.408 1.334 1.30 0.61 2.20
Cl 0.461 -0.494 1.102 -1.63 -3.94 -4.05
Cl -4.186 -3.305 1.530 -0.91 -0.55 0.98
H -1.566 -4.787 5.543 -0.01 -0.23 -0.18
H 1.085 -5.912 4.936 -0.37 0.07 -0.14
C -1.674 -5.116 4.501 0.03 -0.35 -0.06
C 0.610 -5.938 3.944 0.03 0.28 0.08
N -0.425 -4.905 3.777 0.22 -0.80 0.71
H -2.415 -4.508 4.011 -0.49 0.05 -0.05
C -0.285 -3.770 3.133 -1.16 1.98 -0.95
O -1.245 -2.964 2.919 1.62 -1.26 0.81
H 1.402 -5.825 3.215 0.06 0.23 -0.25
H 0.698 -3.454 2.772 0.18 -0.55 -0.12
H -1.948 -6.176 4.440 0.03 0.34 0.14
H 0.163 -6.929 3.786 0.00 0.35 0.08
H -2.275 0.290 -2.958 -0.08 0.19 0.26
H -2.972 3.483 -2.777 -0.18 -0.01 -0.23
C -3.299 0.548 -2.661 0.03 -0.30 -0.07
C -3.802 2.976 -2.281 0.28 0.06 0.08
N -3.380 1.692 -1.745 -0.40 0.54 0.68
H -3.720 -0.363 -2.238 -0.05 0.27 0.22
C -3.308 1.656 -0.419 0.62 -4.10 0.92
O -3.152 0.566 0.246 -0.52 3.20 -1.45
H -4.121 3.561 -1.422 -0.08 0.38 -0.26
H -3.372 2.580 0.144 -0.15 0.36 -0.18
H -3.840 0.812 -3.567 -0.09 0.08 0.03
H -4.653 2.826 -2.941 0.08 0.14 -0.13
O 0.320 -0.879 -2.861 -0.57 1.06 -0.97
C 0.977 0.241 -3.456 -0.02 0.39 0.13
C -0.078 1.932 -1.927 -0.27 0.78 0.22
C 1.092 1.355 -2.413 0.00 -0.84 -0.50
H -1.047 1.533 -2.252 0.70 0.17 0.32
C -0.020 3.126 -1.188 0.53 -0.79 -0.37
H 1.963 -0.068 -3.776 0.79 -0.12 0.24
C 2.342 1.862 -2.084 -0.05 -0.08 0.00
H -0.946 3.658 -0.938 0.46 -0.18 0.10
C 1.245 3.626 -0.847 -0.02 0.63 0.06
C 2.421 2.995 -1.278 -0.03 0.18 0.03
H 3.238 1.359 -2.486 -0.45 0.43 0.30
H 1.317 4.557 -0.256 -0.01 -0.59 -0.36
H 3.406 3.403 -1.024 -0.49 -0.09 0.00
Si 0.724 -2.450 -3.139 -3.08 -1.58 0.45
Cl -2.725 -2.187 -0.916 0.04 -1.11 -3.64
C -0.644 -3.795 -2.885 -0.11 0.64 -0.11
C 1.608 -2.982 -1.627 1.50 -0.29 -0.42
C 0.902 -2.782 -4.983 0.92 1.01 -0.57
H -1.040 -3.883 -1.865 0.26 0.06 -0.35
H -0.087 -4.717 -3.127 -0.30 0.11 -0.04
H -1.511 -3.692 -3.548 0.17 -0.20 -0.05
H 0.029 -2.382 -5.549 0.56 -0.08 0.77
H 0.901 -3.824 -5.222 0.13 -0.86 0.22
H 1.811 -2.362 -5.432 -0.23 -0.12 -0.10
H 2.330 -2.277 -1.237 0.29 0.03 0.21
H 2.099 -3.911 -1.937 0.18 -0.13 0.54
H 0.839 -3.189 -0.880 0.13 0.16 -0.15
C 2.385 -1.142 3.789 0.04 -0.26 0.16
C 1.276 -0.150 4.167 -0.15 0.69 0.24
C 1.696 0.676 5.392 0.03 -0.47 0.60
P 0.715 0.921 2.820 0.46 3.03 2.91
C -0.994 1.510 2.964 1.38 0.38 0.90
C -1.485 1.565 4.419 -0.30 0.17 -0.06
C -1.199 2.828 2.204 -0.05 0.05 0.00
C 1.895 2.149 2.210 -0.43 0.23 0.58
C 2.077 3.337 3.174 0.44 0.51 -0.34
C 3.256 1.561 1.806 -0.03 0.13 -0.11
H 3.356 -0.647 3.679 -0.21 -0.09 0.04
H 2.179 -1.697 2.869 -0.05 0.23 0.07
H 2.470 -1.869 4.609 0.15 0.09 -0.12
H 0.378 -0.748 4.409 0.17 0.18 0.01
H 2.640 1.217 5.206 -0.43 -0.19 0.01
H 0.925 1.392 5.711 0.35 -0.25 -0.26
H 1.860 -0.017 6.229 0.21 0.11 0.19
H -1.624 0.757 2.431 -0.24 -0.21 -0.12
H -0.942 2.332 4.997 -0.20 -0.33 -0.27
H -2.555 1.823 4.438 -0.01 -0.06 0.03
H -1.375 0.593 4.929 0.03 0.37 -0.17
H -0.821 2.767 1.172 -0.08 -0.06 0.41
H -2.275 3.052 2.146 0.13 -0.02 0.10
H -0.705 3.674 2.706 -0.17 -0.30 -0.15
H 1.401 2.495 1.287 0.21 -0.03 0.29
H 2.924 3.145 3.851 -0.33 0.07 -0.05
H 2.332 4.227 2.578 0.13 0.13 0.17
H 1.182 3.574 3.770 0.42 -0.23 -0.28
H 3.171 0.776 1.045 -0.11 0.10 0.21
H 3.855 2.373 1.374 0.03 -0.14 0.10
H 3.799 1.165 2.675 -0.13 0.14 -0.20
```
Positions in Å, forces in eV/Å.

=====

The following is a quantum chemistry calculation of a molecular structure, C29H57Li2O10 in a non-equilibrium geometry, from OMol25.

Computed properties:
- energy above the lowest of the compared OMol25 structures with the same formula, charge and spin (kJ/mol) = 0.0
- max |F| (eV/Å) = 1.59
- E_tot (Eh) = -1906.49409
- E_HOMO (eV) = -10.984
- charge = +1
- HOMO-LUMO gap (eV) = 7.249

```
98
Properties=species:S:1:pos:R:3:forces:R:3
Li 0.901 0.796 2.733 0.48 -0.92 -0.80
Li -1.562 2.548 1.881 -0.52 -0.08 -1.37
O 0.056 0.411 -1.258 0.29 -0.28 0.84
C -0.216 0.790 0.009 0.05 0.49 0.26
O 0.419 0.230 0.948 0.27 0.27 0.61
O -1.051 1.710 0.177 -0.10 0.24 0.37
H 0.800 -0.236 -1.159 -0.19 0.13 -0.13
C 2.994 -2.407 -3.199 -0.08 0.02 -0.70
C 1.937 -3.352 -2.621 0.17 -0.30 0.05
C 1.527 -2.670 -1.310 -1.07 -0.02 -0.21
O 2.238 -1.441 -1.217 0.28 0.60 -0.02
C 2.688 -1.067 -2.543 0.42 -0.93 0.55
H 2.961 -2.314 -4.287 -0.19 -0.12 0.03
H 3.991 -2.789 -2.981 0.06 0.34 0.31
H 2.333 -4.349 -2.431 0.10 0.06 -0.06
H 1.097 -3.485 -3.301 -0.08 0.17 0.09
H 1.686 -3.265 -0.410 0.34 0.09 -0.05
H 0.450 -2.439 -1.329 0.06 -0.08 0.00
H 3.588 -0.464 -2.445 -0.16 0.26 0.12
H 1.888 -0.512 -3.037 0.06 0.01 -0.24
C 4.538 -1.221 2.606 -0.13 0.89 -0.42
C 4.017 -1.499 4.009 0.53 -0.25 -0.20
C 3.307 -0.205 4.353 0.49 -0.50 -0.32
O 2.719 0.202 3.095 -0.99 0.40 0.09
C 3.342 -0.481 1.983 0.61 -0.97 -0.14
H 4.857 -2.100 2.053 -0.24 -0.07 -0.04
H 5.389 -0.535 2.622 0.05 -0.10 0.23
H 4.851 -1.765 4.658 -0.25 0.09 0.30
H 3.304 -2.326 3.975 0.01 -0.01 0.11
H 4.017 0.569 4.647 -0.12 0.00 0.25
H 2.533 -0.373 5.101 -0.10 0.33 -0.03
H 3.594 0.242 1.211 0.04 0.07 0.07
H 2.667 -1.220 1.550 -0.32 0.26 0.03
C -5.438 -0.043 0.668 -0.38 -0.24 -0.41
C -5.795 -1.203 1.579 0.20 -0.12 0.51
C -4.839 -0.938 2.742 -1.13 0.34 -0.14
O -3.641 -0.548 2.098 1.06 -0.32 0.21
C -3.924 0.123 0.887 -1.43 0.44 -0.56
H -5.954 0.874 0.961 -0.16 -0.14 0.08
H -5.755 -0.299 -0.344 0.37 0.35 -0.14
H -5.512 -2.170 1.155 -0.05 0.11 -0.26
H -6.859 -1.243 1.807 0.08 0.06 0.28
H -4.709 -1.796 3.400 0.48 -0.03 -0.14
H -5.227 -0.111 3.354 0.07 -0.02 0.04
H -3.411 -0.246 -0.004 0.57 -0.29 0.50
H -3.720 1.196 0.981 0.31 0.00 0.00
C -1.673 -1.701 -5.695 0.41 -1.16 -0.55
C -0.987 -1.581 -4.350 -0.38 0.70 0.49
C -1.936 -0.579 -3.651 0.30 0.06 -1.01
O -3.244 -0.890 -4.147 -0.16 -0.15 0.59
C -3.144 -1.687 -5.315 0.03 -0.11 -0.61
H -1.400 -2.650 -6.170 -0.14 0.05 -0.02
H -1.364 -0.942 -6.415 -0.21 0.35 0.29
H 0.042 -1.231 -4.432 -0.01 0.07 0.12
H -0.996 -2.535 -3.819 -0.01 -0.04 -0.02
H -1.719 0.429 -4.018 0.29 0.10 0.27
H -1.899 -0.576 -2.566 -0.21 -0.16 0.04
H -3.777 -1.294 -6.115 0.01 0.23 0.16
H -3.499 -2.709 -5.134 0.05 0.06 0.27
C 3.863 4.040 -0.043 0.96 0.43 0.24
C 2.543 3.411 -0.409 -0.51 -0.57 -0.14
C 2.882 2.600 -1.687 0.68 0.23 0.75
O 4.316 2.476 -1.675 0.16 -0.06 -0.41
C 4.855 2.953 -0.450 -0.64 0.37 -0.24
H 3.996 4.375 0.988 -0.28 -0.28 0.08
H 4.081 4.925 -0.646 -0.22 -0.06 -0.18
H 1.739 4.133 -0.550 0.01 -0.02 -0.15
H 2.215 2.697 0.352 0.02 0.08 0.21
H 2.552 3.133 -2.577 0.16 -0.15 -0.20
H 2.520 1.575 -1.676 -0.60 0.15 0.00
H 5.852 3.339 -0.650 0.09 -0.11 0.07
H 4.893 2.155 0.302 0.10 -0.06 0.01
C -2.589 5.558 -0.775 0.92 0.64 -0.13
C -1.078 5.395 -0.593 0.29 0.53 0.18
C -1.013 4.969 0.866 -0.29 -0.29 -0.47
O -2.240 4.206 1.090 0.51 -0.24 0.69
C -3.081 4.330 -0.064 -0.90 0.16 -0.55
H -2.920 5.662 -1.805 0.04 -0.24 -0.03
H -2.805 6.502 -0.267 -0.62 -0.25 0.14
H -0.544 6.344 -0.677 0.01 -0.13 -0.36
H -0.644 4.651 -1.261 -0.02 -0.05 0.06
H -1.009 5.825 1.541 -0.03 -0.04 0.05
H -0.135 4.341 1.050 -0.09 -0.11 0.16
H -4.132 4.422 0.214 0.15 -0.10 0.45
H -2.990 3.457 -0.716 0.23 -0.11 0.16
C 0.180 -4.229 2.493 -0.18 0.90 0.22
C -0.774 -4.537 3.635 -0.65 -1.16 0.37
C -1.854 -3.502 3.495 -0.30 0.84 -0.12
O -1.135 -2.317 3.126 0.00 -0.01 0.36
C -0.045 -2.703 2.300 -0.15 -0.45 -0.21
H -0.131 -4.720 1.574 0.18 -0.32 0.10
H 1.218 -4.445 2.737 0.01 -0.21 -0.16
H -0.352 -4.451 4.638 0.38 0.13 -0.17
H -1.201 -5.544 3.586 0.16 0.04 -0.09
H -2.410 -3.301 4.411 0.22 0.07 0.11
H -2.623 -3.727 2.743 0.28 -0.16 -0.23
H 0.835 -2.122 2.581 -0.04 0.14 -0.05
H -0.313 -2.506 1.260 0.23 0.25 -0.06
```
Positions in Å, forces in eV/Å.